{
  "formula": "C4H12",
  "method": "ωB97M-V with the def2-TZVPD basis set",
  "elements": ["C", "C", "H", "H", "H", "H", "H", "H", "C", "C", "H", "H", "H", "H", "H", "H"],
  "xyz": [[0.1728, 2.9066, -0.3144], [0.9912, 1.7455, 0.1966], [-0.7066, 2.5140, -0.8289], [-0.1862, 3.6552, 0.3937], [0.7504, 3.4939, -1.0326], [1.7395, 1.9963, 0.9451], [1.5360, 1.2506, -0.6051], [0.3821, 0.9561, 0.6423], [-0.5610, -2.8087, 0.6142], [-0.5748, -1.7967, -0.5553], [0.0036, -2.4514, 1.4766], [-1.5725, -3.0420, 0.9519], [-0.1068, -3.7757, 0.3799], [-1.3012, -1.0385, -0.2535], [0.4059, -1.3357, -0.5658], [-0.9724, -2.2695, -1.4447]],
  "forces_ev_per_angstrom": [[-0.172, 0.412, -0.650], [0.247, -0.603, 0.557], [0.016, 0.168, -0.121], [0.097, -0.416, 0.453], [-0.044, -0.121, -0.118], [0.037, 0.303, 0.058], [-0.017, 0.097, -0.235], [-0.161, 0.160, 0.065], [-0.053, -0.454, -0.001], [-0.610, -0.447, 1.909], [-0.125, 0.269, -0.019], [-0.003, 0.079, 0.019], [0.048, 0.135, -0.318], [0.144, 0.255, -0.259], [0.063, 0.033, -0.912], [0.533, 0.129, -0.428]],
  "orbital_gap_ev": 12.863,
  "multiplicity": 1,
  "e_lumo_ev": 1.14,
  "e_homo_ev": -11.7
}